The following is a quantum chemistry calculation of a molecular structure, C23H42N2O3P2Pd at a distorted geometry, from the Open Molecules 2025 dataset.

The total energy comes out at -55689.8902 eV. For the highest occupied orbital energy (spin up / spin down), the calculation gives -11.9302 / -13.7155 eV. The value obtained for the HOMO-LUMO gap (spin up / spin down) is 5.358 / 3.051 eV. As for the charge: +2. As for the spin multiplicity: 5.

Each line ends with the Löwdin spin population.
Element x y z (Å)
P: 0.400 -2.542 -0.631  0.26
P: 0.004 1.177 -0.345  0.32
C: 0.119 -1.270 -1.932  0.13
C: 0.571 0.190 -1.755  0.11
H: -0.917 -1.326 -2.287  0.00
H: 0.752 -1.688 -2.717  0.03
H: 1.650 0.302 -1.930  0.00
H: 0.069 0.805 -2.499  0.02
C: -1.652 1.888 -0.627  0.05
H: -1.740 2.806 -0.029  0.00
H: -2.383 1.158 -0.245  0.01
H: -1.863 2.119 -1.679  0.01
C: 1.278 2.366 0.109  0.04
H: 1.354 3.203 -0.602  0.01
H: 2.237 1.835 0.167  0.00
H: 1.023 2.733 1.111  0.00
C: -0.826 -3.875 -0.720  0.04
H: -0.649 -4.535 0.138  0.00
H: -0.786 -4.473 -1.638  0.01
H: -1.827 -3.440 -0.604  0.00
C: 2.130 -3.075 -0.720  0.03
H: 2.788 -2.203 -0.627  0.00
H: 2.383 -3.617 -1.640  0.01
H: 2.316 -3.735 0.136  0.00
Pd: -0.335 -0.809 0.684  1.11
C: 0.614 0.807 -4.581  0.05
C: -0.736 0.858 -4.429  0.07
C: -1.659 0.176 -5.388  0.03
C: -1.266 -1.285 -5.753  0.03
C: -0.554 -2.043 -4.670  0.28
C: 0.798 -2.146 -4.608  0.27
C: 1.712 -1.353 -5.499  0.03
C: 1.305 0.134 -5.730  0.01
C: 0.419 -2.166 2.099  0.56
H: 1.302 1.404 -3.971  0.00
H: -1.215 1.587 -3.764  0.00
H: -1.690 0.782 -6.316  0.00
H: -2.680 0.181 -4.985  0.00
H: -2.205 -1.829 -5.986  0.00
H: -0.662 -1.272 -6.674  0.01
H: -1.213 -2.613 -4.004  0.00
H: 1.284 -2.960 -4.054  0.01
H: 1.766 -1.863 -6.481  0.02
H: 2.733 -1.375 -5.092  0.01
H: 2.243 0.697 -5.915  0.00
H: 0.705 0.207 -6.649  0.00
H: 1.019 -1.505 2.745  0.04
H: 1.008 -3.033 1.757  0.03
H: -0.491 -2.489 2.628  0.04
C: 1.040 3.527 5.001  0.00
C: -0.398 3.046 4.990  0.00
C: -0.641 1.504 4.836  0.01
C: -0.046 0.685 6.031  0.00
C: 1.450 0.766 6.247  0.00
C: -2.173 1.315 4.936  0.00
O: -2.822 1.667 5.918  0.00
N: -2.809 0.741 3.857  0.01
C: -2.276 0.218 2.666  0.02
O: -3.022 -0.267 1.813  0.01
N: -0.918 0.304 2.551  0.22
C: -0.112 0.956 3.435  0.01
O: 1.096 1.134 3.170  0.04
H: 1.470 3.464 6.008  0.00
H: 1.040 4.582 4.699  0.00
H: 1.633 2.941 4.294  0.00
H: -0.901 3.344 5.923  0.00
H: -0.949 3.534 4.164  0.00
H: -0.573 1.032 6.936  0.00
H: -0.346 -0.368 5.877  0.00
H: 1.709 1.609 6.898  0.00
H: 1.770 -0.152 6.744  0.00
H: 1.968 0.861 5.284  0.00
H: -3.821 0.659 3.927  0.00

The following is a quantum chemistry calculation of C23H27N3O4 in the gas phase, from the Open Molecules 2025 dataset.

The total energy comes out at -36950.0393 eV. For the highest occupied orbital energy, the calculation gives -7.3288 eV. The value obtained for the HOMO-LUMO gap is 8.004 eV. As for the charge: 0. The SMILES is COc1ccc(N2CCN(C(=O)CCN3C(=O)[C@@H]4[C@H](C3=O)[C@H]3C=C[C@@H]4C3)CC2)cc1. Its energy above the lowest of the compared OMol25 structures with the same formula, charge and spin is 136.73 kJ/mol.

Each line ends with the natural charge from an NBO analysis.
Element x y z (Å)
C: 6.829 2.157 -3.399  -0.25
O: 6.809 0.892 -2.790  -0.50
C: 5.600 0.266 -2.640  0.27
C: 4.377 0.773 -3.052  -0.27
C: 3.211 0.055 -2.840  -0.28
C: 3.227 -1.193 -2.221  0.23
N: 2.087 -1.967 -2.040  -0.45
C: 1.934 -2.731 -0.817  -0.21
C: 0.598 -2.394 -0.121  -0.22
N: 0.295 -0.999 -0.313  -0.44
C: 0.126 -0.046 0.619  0.70
O: -0.216 1.086 0.315  -0.65
C: 0.310 -0.419 2.085  -0.50
C: -1.012 -0.994 2.618  -0.22
N: -2.102 -0.120 2.245  -0.49
C: -2.758 -0.239 1.039  0.74
O: -2.617 -1.164 0.280  -0.60
C: -3.685 0.944 0.897  -0.31
C: -3.470 1.772 2.168  -0.31
C: -2.426 1.018 2.959  0.72
O: -1.958 1.298 4.030  -0.58
C: -4.865 1.740 2.850  -0.25
C: -5.761 2.538 1.935  -0.18
C: -5.948 1.823 0.833  -0.19
C: -5.180 0.534 0.992  -0.25
C: -5.323 0.318 2.504  -0.39
C: 0.034 -0.646 -1.700  -0.24
C: 0.823 -1.590 -2.619  -0.23
C: 4.471 -1.701 -1.829  -0.27
C: 5.630 -0.985 -2.026  -0.22
H: 7.874 2.464 -3.411  0.20
H: 6.455 2.116 -4.428  0.17
H: 6.245 2.889 -2.831  0.17
H: 4.305 1.735 -3.533  0.22
H: 2.283 0.501 -3.162  0.21
H: 2.759 -2.489 -0.143  0.21
H: 1.965 -3.808 -1.032  0.19
H: -0.222 -2.982 -0.549  0.20
H: 0.669 -2.644 0.935  0.22
H: 1.130 -1.115 2.250  0.22
H: 0.523 0.509 2.619  0.25
H: -1.221 -1.975 2.186  0.22
H: -0.986 -1.057 3.709  0.24
H: -3.465 1.464 -0.035  0.25
H: -3.128 2.794 2.001  0.25
H: -4.848 2.028 3.897  0.24
H: -6.110 3.530 2.153  0.22
H: -6.484 2.096 -0.056  0.22
H: -5.452 -0.286 0.334  0.24
H: -6.354 0.130 2.800  0.22
H: -4.682 -0.466 2.904  0.21
H: -1.042 -0.717 -1.897  0.21
H: 0.339 0.395 -1.828  0.23
H: 0.986 -1.129 -3.592  0.22
H: 0.253 -2.511 -2.783  0.20
H: 4.535 -2.681 -1.381  0.21
H: 6.583 -1.384 -1.718  0.22

The following is a quantum chemistry calculation of a molecular structure, C7H15N4 at a distorted geometry, from the Open Molecules 2025 dataset.

The total energy comes out at -13453.3677 eV. For the highest occupied orbital energy, the calculation gives -12.5079 eV. The value obtained for the HOMO-LUMO gap is 9.199 eV. As for the charge: +1. Its energy above the lowest of the compared OMol25 structures with the same formula, charge and spin is 283.28 kJ/mol.

Each line ends with the natural charge from an NBO analysis.
Element x y z (Å)
C: -2.002 0.066 -2.024  0.10
C: -2.066 -0.237 -0.588  0.31
C: 1.121 0.319 0.682  0.57
C: 1.845 0.862 1.902  -0.70
C: -1.070 -2.476 0.828  -0.68
C: 1.961 1.931 -0.849  -0.41
C: -0.529 -1.365 -0.069  -0.10
N: -0.884 0.377 -2.500  -0.63
N: -2.777 0.276 0.237  -0.58
N: 1.266 0.723 -0.559  -0.56
N: 0.300 -0.677 0.894  -0.55
H: -2.902 0.062 -2.522  0.20
H: 2.100 -0.047 2.586  0.27
H: 2.681 1.613 1.578  0.26
H: 1.217 1.527 2.459  0.26
H: -1.766 -3.181 0.211  0.26
H: -0.327 -3.187 1.277  0.25
H: -1.755 -1.988 1.695  0.21
H: 2.059 2.146 -1.812  0.23
H: 1.615 2.841 -0.441  0.21
H: 2.940 1.669 -0.438  0.21
H: 0.052 -1.566 -0.879  0.21
H: -0.730 0.740 -3.429  0.39
H: -2.785 0.148 1.241  0.39
H: 0.487 0.453 -1.222  0.45
H: -0.051 -1.028 1.742  0.42

The following is a quantum chemistry calculation of a molecular structure, C27H25BrN4O2OsSTe at a distorted geometry, from the Open Molecules 2025 dataset.

The total energy comes out at -129094.2596 eV. For the highest occupied orbital energy (spin up / spin down), the calculation gives -10.0169 / -9.9866 eV. The value obtained for the HOMO-LUMO gap (spin up / spin down) is 6.351 / 5.578 eV. As for the charge: +1. As for the spin multiplicity: 2. Its energy above the lowest of the compared OMol25 structures with the same formula, charge and spin is 113.23 kJ/mol.

Each line ends with the natural charge from an NBO analysis.
Element x y z (Å)
Os: -0.224 0.409 -0.284  0.62
Br: 2.217 -1.708 6.454  0.08
C: 1.774 -0.871 4.814  -0.14
C: 2.276 0.412 4.530  -0.16
C: 1.970 1.008 3.339  -0.26
C: 1.138 0.383 2.380  0.41
O: 0.912 0.998 1.273  -0.67
C: 0.593 -0.908 2.700  -0.20
C: -0.279 -1.641 1.870  0.19
N: -0.675 -1.348 0.653  -0.54
C: -1.442 -2.245 -0.115  0.09
C: -1.893 -3.492 0.275  -0.21
C: -2.587 -4.314 -0.623  -0.19
C: -2.832 -3.913 -1.908  -0.17
C: -2.418 -2.638 -2.340  -0.10
C: -2.628 -2.153 -3.649  -0.09
C: -2.185 -0.903 -3.971  -0.26
C: -1.526 -0.128 -3.010  0.11
N: -1.294 -0.549 -1.781  -0.42
C: -1.736 -1.798 -1.432  0.20
C: 0.963 -1.512 3.930  -0.17
H: 2.905 0.913 5.252  0.24
H: 2.355 1.990 3.099  0.23
H: -0.637 -2.570 2.304  0.19
H: -1.721 -3.845 1.281  0.22
H: -2.930 -5.282 -0.286  0.24
H: -3.357 -4.563 -2.596  0.23
H: -3.117 -2.782 -4.382  0.23
H: -2.321 -0.501 -4.965  0.24
H: -1.178 0.865 -3.247  0.22
H: 0.602 -2.506 4.163  0.22
N: 1.751 -2.892 -1.052  -0.82
C: 2.332 -1.713 -1.366  0.81
N: 3.637 -1.738 -1.698  -0.80
O: 1.697 -0.642 -1.356  -0.73
H: 2.265 -3.755 -1.044  0.41
H: 0.767 -2.907 -0.854  0.41
H: 4.161 -2.592 -1.735  0.40
H: 4.088 -0.873 -1.938  0.42
S: -2.805 1.847 1.261  0.21
C: -1.673 1.608 0.241  -0.14
C: 0.996 8.151 -3.806  -0.63
C: 0.976 6.790 -3.173  0.03
C: 1.707 6.507 -2.026  -0.22
C: 1.753 5.232 -1.481  -0.05
C: 2.515 4.985 -0.208  -0.64
C: 1.040 4.199 -2.107  -0.24
Te: 1.475 2.202 -1.558  0.63
C: 0.202 4.491 -3.191  -0.04
C: -0.678 3.440 -3.810  -0.64
C: 0.202 5.772 -3.721  -0.22
H: 1.606 8.848 -3.235  0.22
H: -0.014 8.554 -3.889  0.23
H: 1.401 8.083 -4.817  0.23
H: 2.260 7.304 -1.543  0.21
H: 2.976 5.902 0.153  0.23
H: 3.301 4.239 -0.355  0.22
H: 1.844 4.610 0.568  0.22
H: -1.025 2.752 -3.039  0.20
H: -0.136 2.879 -4.576  0.22
H: -1.548 3.896 -4.280  0.23
H: -0.415 5.983 -4.588  0.21

The following is a quantum chemistry calculation of C8H7NO4S2 in the gas phase at a distorted geometry, from the Open Molecules 2025 dataset.

The total energy comes out at -39754.8187 eV. For the highest occupied orbital energy (spin up / spin down), the calculation gives -9.0969 / -9.8174 eV. The value obtained for the HOMO-LUMO gap (spin up / spin down) is 5.961 / 8.690 eV. As for the charge: 0. Its energy above the lowest of the compared OMol25 structures with the same formula, charge and spin is 0.00 kJ/mol.

Each line ends with the natural charge from an NBO analysis.
Element x y z (Å)
C: -1.612 -1.730 1.140  -0.19
C: -2.360 -1.315 0.050  -0.19
C: -0.392 -1.141 1.412  -0.17
C: -1.876 -0.300 -0.759  -0.23
C: 0.108 -0.113 0.604  -0.11
C: -0.656 0.280 -0.480  -0.11
C: 1.447 0.413 0.986  -0.28
C: 2.139 1.401 0.535  -0.20
N: 3.058 2.573 -1.678  -1.06
O: -1.360 1.920 -2.463  -0.84
O: 0.937 0.996 -2.467  -0.88
O: 3.726 3.471 0.548  -0.91
O: 4.536 1.227 -0.137  -0.89
S: -0.153 1.637 -1.703  1.76
S: 3.528 2.241 -0.146  2.29
H: -1.978 -2.516 1.782  0.22
H: -3.311 -1.772 -0.172  0.23
H: 0.188 -1.478 2.260  0.22
H: -2.434 0.050 -1.615  0.25
H: 1.846 -0.160 1.831  0.23
H: 2.596 3.465 -1.755  0.41
H: 2.541 1.835 -2.160  0.44

The following is a quantum chemistry calculation of a gas-phase ion, C2HClN3O (charge +1) at a distorted geometry, from the Open Molecules 2025 dataset.

The total energy comes out at -21120.0996 eV. For the highest occupied orbital energy, the calculation gives -16.3490 eV. The value obtained for the HOMO-LUMO gap is 8.078 eV. As for the charge: +1. The SMILES is O=C1N=NC(Cl)=[NH+]1. Its energy above the lowest of the compared OMol25 structures with the same formula, charge and spin is 0.00 kJ/mol.

Each line ends with the natural charge from an NBO analysis.
Element x y z (Å)
O: 2.283 0.490 0.000  -0.29
C: 1.118 0.501 0.000  0.72
N: 0.169 1.573 0.000  -0.04
N: -0.974 1.174 0.000  -0.06
C: -1.004 -0.280 0.000  0.39
Cl: -2.411 -1.097 0.000  0.36
N: 0.232 -0.704 0.000  -0.55
H: 0.586 -1.657 0.000  0.48

The following is a quantum chemistry calculation of 2 unconnected molecules or ions with the total composition C5H16N2 at a distorted geometry, from the Open Molecules 2025 dataset.

The total energy comes out at -8424.1649 eV. For the highest occupied orbital energy, the calculation gives -8.4310 eV. The value obtained for the HOMO-LUMO gap is 9.439 eV. As for the charge: 0. The SMILES is CNC(C)C.CN. Its energy above the lowest of the compared OMol25 structures with the same formula, charge and spin is 70.73 kJ/mol.

Each line ends with the natural charge from an NBO analysis.
Element x y z (Å)
C: 0.882 -1.760 -1.242  -0.41
N: 0.615 -0.618 -0.386  -0.65
C: 0.154 -0.953 0.978  -0.05
C: 1.267 -0.773 2.010  -0.62
C: -1.065 -0.100 1.325  -0.63
H: 1.230 -1.402 -2.210  0.20
H: 1.632 -2.454 -0.836  0.17
H: -0.050 -2.307 -1.392  0.19
H: 1.440 -0.028 -0.330  0.36
H: -0.154 -2.006 0.973  0.18
H: 0.917 -1.071 2.996  0.21
H: 2.138 -1.377 1.758  0.21
H: 1.569 0.273 2.058  0.20
H: -1.516 -0.451 2.247  0.20
H: -1.766 -0.090 0.438  0.25
H: -0.776 0.943 1.452  0.20
C: -0.820 2.565 -1.251  -0.41
N: -1.369 1.233 -1.441  -0.89
H: -1.588 3.315 -1.454  0.19
H: -0.515 2.665 -0.200  0.18
H: 0.063 2.785 -1.875  0.16
H: -1.645 1.117 -2.407  0.34
H: -0.643 0.496 -1.213  0.40

The following is a quantum chemistry calculation of 2 unconnected molecules or ions with the total composition H4N2O2P at a distorted geometry, from the Open Molecules 2025 dataset.

The total energy comes out at -16428.2042 eV. For the highest occupied orbital energy (spin up / spin down), the calculation gives -3.3663 / -2.1136 eV. The value obtained for the HOMO-LUMO gap (spin up / spin down) is 7.872 / 6.574 eV. As for the charge: -1. Its energy above the lowest of the compared OMol25 structures with the same formula, charge and spin is 512.47 kJ/mol.

Each line ends with the natural charge from an NBO analysis.
Element x y z (Å)
N: 1.272 -0.297 1.678  -0.71
N: 0.306 -0.986 0.801  -0.69
O: -0.656 -0.320 -2.620  -1.12
O: -0.891 1.830 -1.264  -1.13
P: -1.111 0.388 -1.342  1.86
H: 1.941 0.351 1.242  0.32
H: 0.681 0.306 2.373  0.33
H: 0.814 -1.326 -0.010  0.30
H: -2.357 0.053 -0.858  -0.16